[1]
{"formula": "C5H6O", "method": "wB97M-V/def2-TZVPD", "de_lowest_kj_mol": 375.3, "e_tot_ha": -269.20329, "e_lumo_ev": 0.8, "symbols": ["C", "C", "C", "O", "C", "C", "H", "H", "H", "H", "H", "H"], "positions_angstrom": [[-1.01225, 0.52635, 0.07838], [-0.30479, -0.64371, 0.81251], [-0.23070, -1.91715, -0.05677], [0.94325, -1.54008, -0.57205], [1.01308, -0.26837, 0.12558], [0.29219, 0.80387, -0.71552], [-1.26694, 1.33717, 0.76661], [-1.89903, 0.26210, -0.50255], [-0.46659, -0.80037, 1.87966], [0.25433, 0.50910, -1.76375], [1.98616, -0.08586, 0.58584], [0.69129, 1.81693, -0.63793]]}



[2]
{"formula": "C26H30N4O4S", "method": "wB97M-V/def2-TZVPD", "de_lowest_kj_mol": 252.2, "smiles": "CCOC(=O)N1CCN(c2ccc(S(=O)(=O)N(Cc3ccccc3)Cc3ccccc3)cn2)CC1", "e_tot_ha": -1926.95313, "e_lumo_ev": 0.6, "symbols": ["C", "C", "O", "C", "O", "N", "C", "C", "N", "C", "C", "C", "C", "S", "O", "O", "N", "C", "C", "C", "C", "C", "C", "C", "C", "C", "C", "C", "C", "C", "C", "C", "N", "C", "C", "H", "H", "H", "H", "H", "H", "H", "H", "H", "H", "H", "H", "H", "H", "H", "H", "H", "H", "H", "H", "H", "H", "H", "H", "H", "H", "H", "H", "H", "H"], "positions_angstrom": [[1.84873, 2.96312, -1.61719], [2.17730, 2.91708, -0.13379], [3.23882, 1.99558, 0.10938], [2.98044, 0.93849, 0.89999], [1.90615, 0.70470, 1.40691], [4.10652, 0.20642, 1.12335], [4.00680, -1.03446, 1.86899], [4.40980, -2.20390, 0.94529], [4.06003, -1.84444, -0.41292], [2.73473, -1.77695, -0.76066], [1.76278, -2.60032, -0.15702], [0.44999, -2.46360, -0.54180], [0.12731, -1.52865, -1.51701], [-1.58286, -1.17735, -1.86739], [-2.34621, -2.37561, -1.70323], [-1.66365, -0.47886, -3.11818], [-2.01629, -0.08295, -0.68027], [-1.34657, 1.19820, -0.80595], [-2.23792, 2.29515, -0.29083], [-1.90392, 3.03154, 0.83649], [-2.75607, 4.01761, 1.30611], [-3.95275, 4.26657, 0.65775], [-4.29654, 3.52746, -0.46324], [-3.44311, 2.54786, -0.93553], [-2.07726, -0.58228, 0.67959], [-3.10464, -1.66768, 0.82285], [-2.81469, -2.84709, 1.49134], [-3.77749, -3.83289, 1.62430], [-5.03842, -3.64638, 1.08824], [-5.33674, -2.46603, 0.42727], [-4.37812, -1.47956, 0.30132], [1.15034, -0.81745, -2.10905], [2.41344, -0.93706, -1.75070], [4.95619, -0.81638, -0.91526], [5.21666, 0.23234, 0.19498], [1.01172, 3.63539, -1.78305], [2.70857, 3.31471, -2.18151], [1.58372, 1.97045, -1.97030], [2.52281, 3.89410, 0.21917], [1.30609, 2.61071, 0.45240], [2.97111, -1.13229, 2.20018], [4.66060, -0.98516, 2.74619], [5.48990, -2.36611, 0.97040], [3.92794, -3.12982, 1.25210], [2.02766, -3.32816, 0.59110], [-0.33618, -3.07253, -0.12246], [-1.16282, 1.33739, -1.87301], [-0.38894, 1.18836, -0.26631], [-0.97504, 2.83167, 1.35233], [-2.48626, 4.58776, 2.18310], [-4.61831, 5.03333, 1.02606], [-5.23167, 3.71819, -0.96901], [-3.69861, 1.96282, -1.80645], [-2.36647, 0.26625, 1.31189], [-1.08735, -0.92725, 1.01800], [-1.83029, -2.99657, 1.91454], [-3.53894, -4.75084, 2.14223], [-5.78687, -4.41951, 1.18289], [-6.32086, -2.31701, 0.00768], [-4.59917, -0.55941, -0.21792], [0.93870, -0.12809, -2.91512], [5.89348, -1.28868, -1.22367], [4.47542, -0.35777, -1.77782], [5.31385, 1.22997, -0.22626], [6.12342, -0.00412, 0.75850]]}



[3]
{"formula": "C41H91O28P3S8", "method": "wB97M-V/def2-TZVPD", "e_tot_ha": -7932.89231, "e_lumo_ev": -0.1, "symbols": ["C", "O", "P", "O", "O", "C", "O", "C", "H", "H", "H", "H", "H", "H", "H", "H", "H", "C", "O", "P", "O", "O", "C", "O", "C", "H", "H", "H", "H", "H", "H", "H", "H", "H", "C", "O", "P", "O", "O", "C", "O", "C", "H", "H", "H", "H", "H", "H", "H", "H", "H", "C", "C", "C", "S", "O", "O", "C", "H", "H", "H", "H", "H", "H", "H", "H", "C", "C", "C", "S", "O", "O", "C", "H", "H", "H", "H", "H", "H", "H", "H", "C", "C", "C", "S", "O", "O", "C", "H", "H", "H", "H", "H", "H", "H", "H", "C", "C", "C", "S", "O", "O", "C", "H", "H", "H", "H", "H", "H", "H", "H", "C", "C", "C", "S", "O", "O", "C", "H", "H", "H", "H", "H", "H", "H", "H", "C", "C", "C", "S", "O", "O", "C", "H", "H", "H", "H", "H", "H", "H", "H", "C", "C", "C", "S", "O", "O", "C", "H", "H", "H", "H", "H", "H", "H", "H", "C", "C", "C", "S", "O", "O", "C", "H", "H", "H", "H", "H", "H", "H", "H"], "positions_angstrom": [[-0.23369, -1.97554, 9.86550], [0.51127, -3.06482, 9.40050], [1.05790, -2.92521, 7.89630], [1.36756, -4.23993, 7.27967], [0.09411, -1.99285, 7.05120], [0.58672, -0.73406, 6.60325], [2.36766, -2.03272, 8.16550], [3.28089, -2.54469, 8.95929], [-1.22530, -2.27916, 10.20108], [-0.40180, -1.19727, 9.12110], [0.32052, -1.48901, 10.66815], [0.74466, -1.06941, 5.57821], [1.50924, -0.24991, 6.92363], [-0.22603, -0.00853, 6.63719], [3.01925, -3.38358, 9.60419], [3.59789, -1.82987, 9.71866], [4.23875, -2.71304, 8.46710], [2.80656, 7.21261, -9.68753], [1.72247, 6.26368, -9.65629], [2.35488, 4.89936, -9.03743], [2.98080, 4.99109, -7.60629], [3.56102, 4.51478, -10.12071], [3.21051, 3.85139, -11.33931], [1.26053, 3.79767, -9.26391], [0.78850, 3.16788, -8.11326], [3.40669, 7.36552, -8.79055], [2.59419, 8.18972, -10.12141], [3.66730, 6.90329, -10.28046], [2.28615, 4.23406, -11.77202], [3.37582, 2.77647, -11.26642], [3.97421, 4.21384, -12.02742], [1.03140, 3.55446, -7.12348], [1.13328, 2.13516, -8.16551], [-0.29554, 3.10037, -8.20486], [2.07648, -0.60034, -2.89352], [1.92976, -0.13239, -1.53311], [0.43598, -0.29140, -0.80318], [-0.66097, 0.43786, -1.47144], [0.75360, 0.17999, 0.73416], [0.89795, 1.55721, 1.02922], [0.29983, -1.86590, -0.71619], [-0.44131, -2.40382, 0.22253], [2.99481, -0.21439, -3.33603], [1.31509, -0.29940, -3.61312], [2.23557, -1.67106, -3.02140], [1.82573, 1.88058, 0.55725], [1.18731, 1.66868, 2.07418], [0.13972, 2.27943, 0.72663], [-0.80487, -3.42828, 0.14252], [-1.28947, -1.78586, 0.51723], [0.15579, -2.30636, 1.12922], [-2.83144, 6.29416, 7.58181], [-3.59497, 5.09291, 7.11893], [-2.59951, 4.07368, 6.50951], [-1.27900, 5.10285, 5.67357], [-1.74470, 5.49095, 4.32466], [0.08690, 4.55174, 5.89132], [-1.53497, 6.57225, 6.77026], [-2.60716, 6.19222, 8.64360], [-3.37376, 7.23630, 7.50208], [-4.22487, 5.58833, 6.38007], [-4.18032, 4.64787, 7.92354], [-3.01239, 3.24413, 5.93551], [-2.14499, 3.49612, 7.31446], [-1.62406, 7.33190, 5.99367], [-0.70576, 6.83683, 7.42639], [6.46045, -3.38649, 2.74845], [5.46614, -2.29773, 2.35447], [5.40298, -1.26004, 3.54798], [7.19298, -1.04909, 4.06346], [7.28060, -0.98928, 5.53099], [7.89011, -0.13312, 3.16050], [7.69165, -2.84382, 3.47629], [6.78154, -4.13387, 2.02289], [6.04563, -4.01946, 3.53291], [4.53076, -2.80659, 2.12160], [5.76522, -1.80688, 1.42834], [4.92797, -1.73730, 4.40511], [4.91733, -0.29096, 3.43338], [7.82849, -3.54270, 4.30148], [8.58372, -2.67474, 2.87320], [-6.70778, 1.07810, -1.21380], [-7.86969, 1.74998, -1.85780], [-8.26790, 0.97049, -3.05259], [-6.63828, 0.42483, -3.80251], [-6.33610, 1.42742, -4.86627], [-6.76198, -0.98706, -4.02687], [-5.62200, 0.83573, -2.30072], [-7.07843, 0.23602, -0.62931], [-6.37702, 1.74427, -0.41699], [-7.68402, 2.78801, -2.13369], [-8.73895, 1.97028, -1.23816], [-8.93139, 1.21633, -3.88171], [-8.63838, -0.01080, -2.75608], [-4.99013, 1.67758, -2.58379], [-4.97843, -0.02686, -2.12794], [-1.22489, 6.42885, -1.22498], [-0.99236, 5.71994, -2.56243], [-2.02032, 6.48344, -3.52985], [-3.44427, 7.00950, -2.42141], [-4.70944, 6.36774, -2.69467], [-3.40050, 8.47974, -2.31280], [-2.68910, 6.28125, -0.97746], [-1.03782, 7.48589, -1.41414], [-0.57917, 6.17440, -0.38450], [-1.32617, 4.68283, -2.52965], [0.00811, 5.62330, -2.98410], [-2.45223, 6.08554, -4.44813], [-1.55080, 7.38743, -3.91772], [-3.01706, 5.25247, -0.82860], [-3.00540, 6.78307, -0.06301], [2.11086, -7.55297, 1.62419], [1.27539, -8.25812, 2.81758], [0.75677, -9.63425, 2.23812], [0.24136, -9.28466, 0.55695], [-1.03056, -8.53298, 0.62168], [0.39929, -10.45774, -0.31278], [1.52288, -8.10004, 0.22566], [3.19291, -7.60176, 1.74625], [2.02380, -6.46708, 1.66130], [0.48302, -7.53310, 3.00352], [1.71950, -8.23555, 3.81275], [0.00232, -10.20449, 2.78009], [1.67131, -10.22513, 2.28905], [1.18512, -7.39975, -0.53828], [2.32744, -8.75644, -0.10588], [4.64123, 6.03957, -2.18243], [5.88310, 6.74830, -1.70761], [6.94393, 5.75255, -1.25886], [6.46119, 4.04554, -1.54211], [6.06491, 3.40403, -0.25294], [7.43956, 3.38333, -2.43390], [5.03930, 4.58563, -2.61207], [4.17889, 6.60379, -2.99237], [3.86908, 5.94858, -1.41849], [5.65247, 7.12695, -0.71185], [6.41905, 7.51251, -2.27050], [7.48306, 5.80579, -0.31302], [7.70544, 5.97525, -2.00626], [4.30216, 3.83310, -2.89211], [5.47290, 4.58254, -3.61211], [-1.48778, -7.24984, -6.78489], [-1.70625, -6.69971, -5.39984], [-1.44147, -5.17828, -5.41524], [-0.36649, -4.81203, -6.90700], [0.98040, -4.30889, -6.53009], [-1.17134, -4.17022, -7.83139], [-0.32260, -6.56143, -7.39271], [-2.26111, -6.96316, -7.49755], [-1.46544, -8.33886, -6.74451], [-1.02749, -7.30790, -4.80192], [-2.77878, -6.82580, -5.25192], [-0.81106, -5.15648, -4.52631], [-2.24890, -4.44625, -5.39791], [0.45315, -6.91573, -6.71389], [-0.00370, -6.74525, -8.41868], [-6.75992, -4.82949, 2.78870], [-6.03287, -5.32244, 4.06501], [-4.66372, -4.52552, 4.06379], [-5.26746, -2.72107, 3.71026], [-4.36235, -1.76687, 3.06466], [-5.98777, -2.31690, 4.89202], [-6.49203, -3.35011, 2.44060], [-7.83130, -4.96239, 2.93891], [-6.29482, -5.42236, 2.00111], [-5.93277, -6.39650, 4.22143], [-6.63987, -5.03090, 4.92213], [-3.98674, -4.71917, 3.23175], [-4.06555, -4.68270, 4.96134], [-5.97213, -3.27347, 1.48566], [-7.34138, -2.66915, 2.49532]]}